(1)
Computed, not measured: a structure of composition C42H46BrInN2O5S2 in a non-equilibrium geometry, with ωB97M-V with the def2-TZVPD basis set.

CARTESIAN COORDINATES (ANGSTROEM)
H: -5.266932 0.703342 -0.174254
C: 1.759483 -0.121012 2.614318
C: -3.350119 2.181624 2.355447
Br: 4.112795 -0.195081 5.982998
C: 6.485528 0.702491 -0.658528
H: -3.088412 1.330227 2.986722
C: 1.602484 -2.258643 -2.637138
C: -2.885789 6.205856 0.201840
C: 1.387235 2.869934 -2.295619
H: -5.140602 -0.388276 -5.025934
C: 3.533373 -0.123294 4.195565
C: 3.518172 -0.756108 -3.195335
C: -2.953917 4.712472 -1.690826
H: 4.833087 -1.912720 0.063708
C: -3.131388 5.977046 -1.145831
C: -5.140357 -1.660467 -1.894819
C: -4.374997 0.795140 0.444445
H: 2.095859 3.644493 -2.598433
C: -4.567962 1.912731 1.475183
H: -5.390720 1.671689 2.153872
H: 3.897675 2.580789 -3.115439
O: -1.466321 1.428709 0.617953
H: -0.356412 -1.363470 3.663859
C: -0.550354 -0.393238 3.208437
H: 0.429049 2.859109 -4.245931
H: 2.789494 0.430295 -0.312784
H: -2.803603 0.119954 -4.408452
C: -3.460601 -0.362407 -3.698286
C: 1.152741 -2.683332 -1.232155
O: 2.125504 0.152453 0.344289
H: 1.775397 -2.230945 -0.450344
O: 0.232367 0.184701 -1.864847
C: 0.160752 2.997356 -3.199551
H: 0.189018 2.538082 -0.524403
H: -3.133336 4.545478 -2.743993
H: -2.382406 2.674991 -1.308729
H: 4.056423 -1.651593 -3.484507
C: 7.453851 1.396047 -1.384855
H: -1.512230 -0.413274 2.710141
H: 5.155456 0.544965 -3.669328
C: 4.027960 0.031822 1.848971
H: 8.315947 -1.111994 -3.503633
H: -3.270589 -0.429890 1.862664
C: 4.136926 0.474140 -3.312651
H: 1.223132 -3.763243 -1.103478
C: -2.976118 -0.705801 -2.444575
C: 7.775051 -0.614297 -2.710522
H: -4.913859 -0.988004 1.607437
C: 3.430050 1.612635 -2.987485
H: -0.537419 0.392561 3.963234
O: 0.425727 -0.112622 2.192977
N: 5.163351 -0.978156 -0.111139
C: -4.054226 -0.532642 1.113219
H: 5.516196 0.057656 3.384817
C: 2.216465 -0.868486 -2.711223
C: 2.169110 -0.205200 3.929129
H: -3.009426 7.195715 0.618255
H: -0.372971 -1.797023 -3.411763
C: -4.772918 -0.652224 -4.044357
H: -0.595843 2.255863 -2.935771
H: -3.452299 6.793553 -1.777546
C: 6.814391 -1.312774 -2.007704
H: 0.814015 -2.203102 -4.658290
N: 5.731946 1.118003 0.431628
C: 0.473004 -2.440652 -3.652147
In: -0.251284 -0.169070 0.004340
C: 4.458294 0.001556 3.171993
H: 0.096804 -2.444854 -1.069609
C: 6.165926 -0.618460 -0.992271
O: -1.788125 -1.567277 0.134102
H: -2.242534 5.344569 2.059937
H: 0.730773 4.193193 -0.720012
C: -2.542354 3.658344 -0.889662
C: 1.033798 3.150247 -0.836281
H: -1.940336 -0.504132 -2.203545
C: -2.314381 3.903472 0.455190
C: 8.082584 0.724952 -2.411257
H: 7.705018 2.416302 -1.132468
C: 2.670121 0.001790 1.589018
H: -4.858264 2.827115 0.955953
H: -3.523327 3.020944 3.033616
S: -3.315234 -1.821300 0.068624
H: -0.279513 3.990840 -3.094007
H: 2.406568 -2.938713 -2.928118
C: 1.532977 0.298603 -2.353490
C: -5.610944 -1.302442 -3.147348
C: 4.988059 0.096793 0.728919
H: 6.598887 -2.349850 -2.225626
C: 2.113942 1.554412 -2.518901
H: -3.559957 1.065158 -0.222609
H: 0.126546 -3.475721 -3.651654
C: -3.831869 -1.336674 -1.556021
H: 8.845489 1.227337 -2.989162
H: 1.472973 -0.308254 4.746474
S: -1.787505 2.613735 1.551106
C: -2.461498 5.166647 1.014317
H: -5.782959 -2.189288 -1.200846
H: 1.878124 2.974685 -0.168048
H: -6.625486 -1.546112 -3.427857

Cartesian forces, eV/Å:
-0.058 -0.018 0.075
0.059 -0.015 0.128
0.005 -0.046 -0.070
-0.008 0.000 -0.025
0.038 -0.052 -0.052
-0.009 0.026 0.063
0.008 0.146 -0.017
0.003 0.014 0.009
0.052 -0.072 -0.005
-0.009 0.007 -0.020
0.024 0.011 -0.043
-0.142 -0.063 0.055
-0.019 0.002 0.005
0.008 0.017 -0.021
-0.002 -0.007 0.004
0.012 0.008 0.017
0.076 0.032 0.038
-0.018 -0.008 -0.003
0.076 -0.005 -0.023
-0.016 -0.001 -0.024
-0.025 0.037 0.023
-0.364 -0.183 0.134
0.026 0.008 -0.006
-0.047 -0.045 0.159
0.008 -0.029 -0.026
-0.114 -0.054 -0.208
0.026 0.009 -0.015
-0.045 -0.004 -0.009
0.103 0.079 0.059
-0.154 -0.084 -0.146
-0.006 -0.051 -0.022
0.128 0.153 -0.396
-0.051 0.087 0.046
0.052 -0.011 0.011
0.008 -0.004 -0.014
0.018 -0.016 -0.013
-0.038 -0.018 0.029
-0.024 -0.008 0.001
0.001 -0.010 -0.005
0.026 -0.004 0.002
0.017 0.016 0.005
0.003 -0.005 -0.017
-0.098 -0.014 0.101
0.090 -0.019 -0.055
-0.037 -0.027 -0.010
0.015 0.010 0.086
-0.009 -0.012 0.009
-0.042 -0.040 -0.092
-0.132 0.083 0.052
0.022 0.005 -0.019
-0.375 -0.320 -0.015
0.044 -0.066 0.064
0.068 0.046 -0.085
0.012 0.001 0.012
0.137 -0.285 -0.041
-0.036 0.039 -0.021
0.000 0.007 0.001
-0.001 0.045 -0.017
0.012 -0.004 0.000
0.022 -0.020 -0.035
-0.004 0.013 -0.009
0.030 0.016 -0.034
0.002 0.026 -0.026
-0.148 0.050 0.000
0.010 -0.110 0.028
0.856 0.496 0.208
-0.096 -0.126 0.038
-0.078 -0.029 0.016
0.097 0.019 0.043
-0.053 0.017 0.225
0.017 0.011 0.034
-0.013 -0.002 0.009
-0.038 -0.008 0.047
0.008 0.064 -0.026
0.007 0.012 -0.026
0.025 0.029 0.025
0.000 -0.010 -0.008
0.003 0.029 0.005
0.196 0.167 0.167
0.047 0.010 0.005
-0.007 0.043 -0.026
0.156 -0.007 -0.158
-0.004 0.013 -0.009
-0.016 -0.012 0.043
-0.446 -0.342 0.104
0.002 0.010 0.004
0.021 0.051 -0.013
-0.032 -0.020 -0.032
0.156 0.389 -0.037
-0.072 -0.010 -0.073
-0.017 -0.005 -0.001
-0.019 -0.060 -0.038
0.014 0.007 -0.012
-0.009 -0.011 0.029
0.101 0.055 -0.119
-0.016 -0.012 -0.017
-0.016 -0.025 0.013
0.038 0.000 0.010
-0.025 -0.007 -0.008

Computed properties:
Calculated total energy, a.u.: -5673.79552
Spin multiplicity: 1
Net charge: +2

Atom charges from the Mulliken analysis, given in e for atoms 1 to 4: H 0.662; C 0.424; C -0.686; Br -0.145

=====

(2)
Computed, not measured: a structure of composition C42H46IrN6O3PSb in a non-equilibrium geometry, with ωB97M-V with the def2-TZVPD basis set.

CARTESIAN COORDINATES (ANGSTROEM)
H: 3.568013 -5.872714 1.833441
H: -2.650554 1.304194 -0.682041
Ir: 0.247704 -0.509505 0.594011
N: -0.374510 2.823036 1.928887
H: 2.817787 -2.634328 -2.299303
H: -0.792314 4.499502 0.674303
H: 6.662740 -0.795551 -1.959800
H: -3.240623 3.526674 4.460843
C: -0.847447 -5.357152 0.461797
H: -2.695956 -0.177952 3.576802
H: -4.357481 3.285146 2.148324
C: 3.250724 -1.076865 1.406518
C: 4.988396 0.542371 -1.834068
H: -5.766431 3.968879 0.334139
H: 5.078923 -3.845880 2.027333
H: 5.600313 1.430198 -1.724039
C: 4.369749 -1.848435 1.708365
Sb: 0.719406 -0.168514 -2.015479
H: 0.699517 3.011502 -1.993958
H: 0.203939 4.168919 -6.078821
N: 1.482147 -7.226067 1.279893
C: -2.825496 0.911827 5.509146
H: 0.083333 1.789832 -6.749234
H: 0.962690 1.203406 1.654372
H: 1.197908 5.149885 1.845812
C: -2.014501 2.217440 5.671783
H: -0.373704 -5.094714 -3.455631
C: -1.569990 -1.415753 -3.519344
O: -1.531079 0.507988 1.387669
C: -0.711395 -4.064431 -3.468656
C: 0.277413 3.391573 -5.328486
H: 0.803633 1.764898 3.329994
O: 0.613360 -7.763317 0.615418
C: -4.460889 2.595168 -0.781694
H: 5.261289 -2.814924 -2.268585
H: 5.321180 -1.365993 1.891415
H: 3.147809 1.642987 -1.776746
N: 2.058817 -1.612502 1.166468
C: 0.452826 3.734869 -3.993408
C: 1.919642 -2.960998 1.192412
H: 3.323847 0.003527 1.358798
C: 4.234490 -3.212910 1.777597
C: 0.646046 -3.522051 0.850551
C: -0.348716 -1.748367 -2.930016
H: -2.523519 -4.508860 -4.528616
C: 0.442594 -4.906462 0.842467
C: -1.522301 -3.090825 0.139377
H: 2.390731 3.493048 2.962981
H: 0.524449 4.773943 -3.698680
H: 2.797919 2.652944 1.474664
C: -0.036705 3.726197 0.803546
C: -1.918581 -3.732369 -4.073921
N: -2.782062 2.742486 0.863380
O: 2.313981 -7.793321 1.950114
H: -2.354626 2.985430 -1.173171
H: -4.430653 4.748758 -0.507279
C: 0.549942 2.737466 -3.030609
H: 0.044414 3.154400 -0.128815
H: -2.283318 0.058708 5.908204
C: 2.761068 -5.210176 1.549558
C: -1.815265 -4.449719 0.107739
H: -2.799512 -4.780862 -0.196322
P: -1.745581 1.911187 1.915479
N: -2.382451 1.915553 3.383615
C: -2.349073 -2.410566 -4.096792
H: 1.004917 -3.359373 -2.412837
H: -5.049827 1.754157 -0.410126
C: -4.722828 3.858278 0.050479
C: 0.478969 1.401241 -3.418924
C: 0.316564 1.048809 -4.755375
H: -1.059134 -6.411520 0.441594
C: 0.211426 2.055927 -5.706517
N: -0.329177 -2.646637 0.508521
H: -1.508335 3.711326 4.123029
C: 1.564884 -5.733870 1.231304
H: 1.920616 4.567386 0.352239
C: -2.285689 2.998987 4.388072
C: 4.797834 -1.843850 -2.137173
H: -2.261602 -2.346095 -0.134660
C: 0.847088 2.123634 2.301552
C: 5.583313 -0.707817 -1.971163
H: -3.769719 0.976641 6.042816
H: -3.364761 4.632286 1.604742
C: 2.980531 -3.798695 1.512616
C: -3.824818 3.690131 1.281981
H: -0.948521 2.004191 5.757885
H: -4.150987 0.792604 3.776080
H: -1.907404 -0.385470 -3.551348
C: -3.082151 0.748992 3.992138
H: -2.315380 2.781973 6.551171
H: 0.287632 0.011226 -5.065901
C: 0.072619 -3.077577 -2.885161
C: 2.821103 -0.481932 -2.034098
C: 3.410382 -1.738973 -2.159923
H: -3.287601 -2.149252 -4.572041
H: -4.681933 2.733837 -1.838486
C: 3.603885 0.660404 -1.861392
C: -2.976523 2.332646 -0.536056
C: 1.328621 4.271823 1.216316
C: 1.982000 3.122705 2.024942

Cartesian forces, eV/Å:
0.004 -0.018 0.012
-0.142 -0.117 -0.055
-0.856 0.007 0.913
0.752 -0.482 -0.207
0.066 0.074 -0.018
0.003 -0.137 0.038
-0.039 0.008 -0.013
0.014 -0.015 -0.129
0.145 0.052 0.070
0.079 -0.016 0.020
-0.105 0.032 -0.139
0.034 0.171 0.024
-0.019 0.009 -0.014
-0.003 0.015 -0.031
-0.030 0.036 -0.004
-0.022 -0.065 -0.012
0.098 -0.016 0.007
0.441 -0.050 -1.822
-0.033 0.005 -0.040
-0.020 -0.042 0.026
0.012 -0.454 -0.061
0.132 0.136 -0.079
0.027 0.017 0.070
0.220 -0.119 -0.147
0.014 -0.009 0.004
-0.113 -0.054 -0.059
-0.024 0.067 -0.022
0.016 0.040 0.045
1.660 -2.109 -0.911
0.064 0.007 0.027
0.012 -0.012 0.028
0.002 -0.083 -0.019
0.249 0.391 0.218
0.122 -0.006 0.039
-0.005 0.068 0.005
-0.072 -0.005 0.001
0.039 -0.033 -0.033
-0.427 0.434 0.038
0.051 -0.133 0.040
-0.033 -0.007 -0.011
-0.043 -0.037 0.005
0.000 -0.083 0.019
0.092 -0.041 0.013
-0.026 -0.070 0.254
0.041 0.077 0.019
-0.093 -0.215 -0.043
-0.168 0.087 -0.011
0.039 -0.055 -0.017
-0.022 -0.021 -0.024
0.020 -0.008 0.018
0.151 0.027 0.258
-0.022 0.004 0.008
1.260 -1.770 0.652
-0.353 0.343 -0.235
-0.189 -0.200 -0.122
-0.003 -0.032 -0.009
0.017 0.006 -0.027
-0.096 -0.039 -0.034
-0.003 -0.023 0.049
0.162 -0.040 0.028
-0.021 -0.035 -0.021
0.037 0.031 0.031
-2.785 3.194 -0.905
0.268 -0.450 0.419
0.004 -0.013 -0.012
-0.047 -0.012 -0.006
-0.010 0.033 0.006
0.122 -0.160 0.002
-0.146 0.344 0.372
0.007 -0.148 0.028
-0.003 -0.131 0.014
0.039 0.010 -0.015
-0.266 0.506 0.101
0.006 -0.016 -0.021
-0.126 -0.080 -0.016
0.021 0.017 0.021
-0.041 -0.318 0.152
-0.105 0.015 -0.027
0.040 -0.025 0.031
-0.257 0.856 0.384
-0.048 0.010 0.012
-0.047 -0.013 0.002
-0.176 -0.036 -0.112
0.143 -0.028 0.030
0.092 0.153 0.645
0.016 -0.008 -0.006
0.022 0.057 -0.068
-0.022 -0.024 -0.019
0.007 0.376 0.122
0.033 -0.018 0.038
-0.047 0.039 -0.020
-0.041 -0.008 0.004
-0.157 -0.100 0.209
0.092 0.023 0.086
0.066 -0.024 0.037
-0.041 -0.010 0.020
0.000 -0.038 0.036
0.351 0.683 -0.108
-0.054 -0.214 0.079
-0.001 0.065 -0.125

Computed properties:
Calculated total energy, a.u.: -2867.20705
Spin multiplicity: 5
Net charge: +3
Expectation value of S²: 6.01

Atom charges from the Mulliken analysis, given in e for atoms 1 to 4: H 0.599; H -0.184; Ir 3.327; N 0.768